ORCA calculation (ωB97M-V/def2-TZVPD) on C18H21N4O4STi as an isolated structure.

The geometry in XYZ format:
```
49
Properties=species:S:1:pos:R:3:mulliken_charge:R:1
Ti 0.3585 0.5758 0.5195 -0.08
C -0.3015 4.1348 0.4689 -1.62
C 0.3960 2.9602 1.0827 0.72
C 1.6282 2.4971 0.5207 -0.54
C 2.4257 1.5416 1.2040 0.98
C 3.7973 1.1891 0.7027 -1.68
C 1.8676 0.8743 2.2857 -0.27
C 0.5380 1.1305 2.7091 0.52
C -0.0535 0.3626 3.8592 -1.84
C -0.1284 2.2715 2.1599 -0.45
H -0.2804 4.0733 -0.6186 0.39
H 0.2036 5.0562 0.7654 0.36
H -1.3377 4.1989 0.7966 0.38
H 2.0279 3.0129 -0.3418 0.62
H 3.9053 0.1112 0.5791 0.33
H 4.5500 1.5183 1.4202 0.38
H 4.0067 1.6723 -0.2500 0.37
H 2.4178 0.0656 2.7522 0.51
H 0.0422 -0.7132 3.7133 0.37
H -1.1107 0.5958 3.9811 0.37
H 0.4511 0.6184 4.7925 0.39
H -1.0846 2.5744 2.5696 0.57
O -3.2431 -4.6990 0.4818 -0.45
C -2.9482 -3.6699 -0.3210 0.61
O -2.9193 -3.7852 -1.5097 -0.49
C -2.6799 -2.3502 0.3414 -0.12
C -3.5798 -1.3651 0.6797 -0.42
N -2.8607 -0.2787 1.0264 -0.33
N -1.5484 -0.5019 0.9444 0.37
C -1.4222 -1.7589 0.5314 0.10
C -0.0428 -2.2668 0.2437 0.68
O 0.1608 -3.4232 -0.0197 -0.64
O 0.8424 -1.2985 0.2880 -0.60
H -3.1395 -4.4531 1.4100 0.38
H -4.6569 -1.3499 0.6788 0.52
H -3.2008 0.6248 1.3124 0.16
C -0.9025 -1.9171 -2.9578 -1.05
N 0.2313 -1.0144 -3.1605 0.29
C 1.3489 -1.3404 -3.9066 -0.25
C 2.1779 -0.2785 -3.8851 -0.64
N 1.5506 0.6792 -3.1135 0.04
C 0.3601 0.2296 -2.6738 0.39
S -0.7561 1.0917 -1.6842 -0.53
H -1.3571 -2.1427 -3.9193 0.47
H -1.6324 -1.4206 -2.3273 0.17
H -0.5588 -2.8292 -2.4765 0.37
H 1.4468 -2.2997 -4.3821 0.48
H 3.1378 -0.1194 -4.3400 0.44
H 1.8726 1.6153 -2.9327 0.24
```

Computed properties:
LUMO level (spin up / spin down): -3.09 / -3.03 eV
energy above the lowest of the compared OMol25 structures with the same formula, charge and spin: 0.405 eV
charge: +1
electronic energy: -67105.2575 eV
HOMO-LUMO gap (spin up / spin down): 7.282 / 7.126 eV
HOMO level (spin up / spin down): -10.37 / -10.16 eV

ORCA calculation (ωB97M-V/def2-TZVPD) on C13H16FN2O2Ru as an isolated structure in a non-equilibrium geometry.

The geometry in XYZ format:
```
35
Properties=species:S:1:pos:R:3:mulliken_charge:R:1
Ru -0.1591 1.4534 0.9538 0.14
N -1.6793 0.5446 -0.7044 -0.61
N -1.1816 -0.7700 -0.8602 -0.03
C 0.9516 -0.4235 0.5533 0.85
O 2.1123 -1.0168 -0.0009 -0.44
O 0.7405 -0.2388 1.7618 -0.57
H -2.6800 0.5241 -0.4936 0.25
H -1.5116 1.1373 -1.5337 0.29
H -1.5847 -1.3367 -1.6036 0.28
C 1.0118 -3.9080 -1.4147 -1.57
C 1.7201 -2.6347 -1.9300 1.80
C 3.2357 -2.8287 -1.9010 -1.66
C 1.2495 -2.3328 -3.3605 -1.50
C 1.3196 -1.5451 -1.0154 0.17
C 0.1546 -0.9190 -0.5926 -0.30
H 1.2351 -4.7349 -2.0829 0.44
H -0.0663 -3.7720 -1.3804 0.38
H 1.3612 -4.1619 -0.4171 0.41
H 3.5065 -3.6704 -2.5338 0.42
H 3.5782 -3.0275 -0.8887 0.39
H 3.7489 -1.9424 -2.2651 0.40
H 1.5551 -3.1518 -4.0052 0.44
H 1.7014 -1.4159 -3.7312 0.39
H 0.1679 -2.2401 -3.4142 0.30
F -2.7875 5.7671 4.1996 -0.28
C -2.2772 4.7258 3.5450 0.22
C -2.5732 3.4415 3.9929 -0.42
C -2.0694 2.3602 3.2937 -0.38
C -1.2859 2.5878 2.1706 0.37
C -0.9719 3.8807 1.7440 -0.02
C -1.4713 4.9706 2.4341 -0.75
H -3.1904 3.3118 4.8680 0.45
H -2.2735 1.3473 3.6162 0.42
H -0.3203 4.0296 0.8558 0.30
H -1.2664 5.9891 2.1404 0.43
```

Computed properties:
LUMO level (spin up / spin down): -5.16 / -5.16 eV
energy above the lowest of the compared OMol25 structures with the same formula, charge and spin: 2.649 eV
charge: +1
electronic energy: -26102.2247 eV
HOMO-LUMO gap (spin up / spin down): 6.506 / 6.514 eV
HOMO level (spin up / spin down): -11.66 / -11.67 eV

ORCA calculation (ωB97M-V/def2-TZVPD) on C4H8NOPb2 as an isolated structure in a non-equilibrium geometry.

The geometry in XYZ format:
```
16
Properties=species:S:1:pos:R:3:mulliken_charge:R:1
Pb -1.6544 2.4917 -2.6055 1.32
Pb 1.2071 4.6523 -0.9143 0.90
O 0.5491 2.4012 -1.5796 -0.73
H 1.0312 1.8187 -0.9608 0.30
C 0.0736 -2.2373 -0.0751 -1.11
C 0.6986 -0.9884 0.5267 -0.29
C -0.3181 -0.1325 1.3252 -0.35
C -1.3095 0.5068 0.4105 0.41
N -2.0077 1.1027 -0.3644 -0.62
H -0.0822 -3.0754 0.6042 0.35
H 0.7839 -2.6083 -0.8140 0.34
H -0.8578 -1.9574 -0.5672 0.29
H 1.3514 -0.4158 -0.1321 0.25
H 1.3345 -1.4368 1.2900 0.29
H 0.1292 0.6689 1.9132 0.31
H -0.9288 -0.7905 1.9434 0.35
```

Computed properties:
⟨S²⟩: 0.752
LUMO level (spin up / spin down): -9.69 / -9.76 eV
2S+1: 2
charge: +2
electronic energy: -18292.3038 eV
HOMO-LUMO gap (spin up / spin down): 5.182 / 7.927 eV
HOMO level (spin up / spin down): -14.87 / -17.69 eV

ORCA calculation (ωB97M-V/def2-TZVPD) on C34H57MgN3O2SSi as an isolated structure in a non-equilibrium geometry.

The geometry in XYZ format:
```
99
Properties=species:S:1:pos:R:3:mulliken_charge:R:1
O 2.5203 1.4972 -0.3632 0.50
O 4.0378 -1.0902 -0.1335 0.31
C 2.8970 1.8314 -1.8075 -0.28
C 2.5111 3.2641 -2.0288 -1.47
H 2.3648 1.1011 -2.4102 0.26
H 3.9693 1.6344 -1.8855 0.39
H 1.4462 3.4187 -1.8275 0.28
H 2.7109 3.5249 -3.0714 0.44
H 3.1039 3.9449 -1.4063 0.37
C 3.4246 1.9625 0.7529 -0.14
C 4.8581 1.9888 0.3124 -1.19
H 3.2327 1.2684 1.5743 0.28
H 3.0315 2.9522 0.9780 0.49
H 5.2136 0.9627 0.1734 0.11
H 5.4890 2.4700 1.0680 0.40
H 5.0163 2.5716 -0.6030 0.45
C 4.0101 -1.7381 1.1363 0.04
C 4.4156 -1.8794 -1.2552 0.07
C 5.2145 -1.3430 1.9593 -1.35
H 3.9563 -2.8374 1.0225 0.42
H 3.0957 -1.3894 1.6325 -0.19
H 6.1386 -1.6979 1.4907 0.29
H 5.1547 -1.7972 2.9533 0.47
H 5.2785 -0.2541 2.0892 0.21
C 5.9115 -2.0974 -1.3166 -1.58
H 4.0679 -1.3143 -2.1241 0.15
H 3.8757 -2.8430 -1.2375 0.13
H 6.4560 -1.1500 -1.2446 0.28
H 6.1792 -2.5753 -2.2610 0.44
H 6.2401 -2.7562 -0.5113 0.34
H 1.9063 0.6937 -0.2497 -0.28
N -2.6345 1.0191 -0.7641 0.70
C -3.7584 0.3077 -0.7711 1.28
C -3.9435 -0.9138 -0.0886 -1.50
C -3.1879 -1.4615 0.9521 0.85
C -4.9226 0.7446 -1.6317 -1.73
H -4.6320 0.7594 -2.6931 0.26
H -5.2941 1.7386 -1.3419 0.22
H -5.7412 0.0234 -1.5029 0.51
C -3.6677 -2.7760 1.5397 -1.73
H -4.1934 -2.6255 2.4956 0.28
H -2.8197 -3.4635 1.7019 0.22
H -4.3636 -3.2506 0.8332 0.52
N -2.1311 -0.8443 1.4791 1.31
C -2.5192 2.2795 -1.4237 -0.94
C -1.7856 2.3845 -2.6349 1.46
C -1.1693 1.1927 -3.2841 -0.79
C -1.5947 3.6303 -3.2312 -0.35
H -1.0048 3.6843 -4.1502 0.45
C -2.1329 4.7826 -2.6580 -0.91
H -1.9851 5.7544 -3.1295 0.40
C -2.8746 4.6821 -1.4844 -0.69
H -3.3212 5.5640 -1.0228 0.46
C -3.0869 3.4563 -0.8679 1.22
C -3.9143 3.4663 0.3869 -1.49
C -1.8737 -0.9635 2.8636 -0.75
C -0.7282 -1.6810 3.2980 0.75
C 0.1513 -2.3608 2.2931 -0.30
C -0.4620 -1.7785 4.6583 -0.96
H 0.4495 -2.2841 4.9619 0.42
C -1.3255 -1.2163 5.5981 -0.92
H -1.1157 -1.3233 6.6609 0.39
C -2.4769 -0.5516 5.1714 -0.92
H -3.1956 -0.1571 5.8944 0.42
C -2.7765 -0.4171 3.8194 1.29
C -4.0467 0.2586 3.4034 -0.74
Mg -0.9079 0.3375 0.2625 2.67
H -0.0736 1.2737 -3.2642 0.03
H -1.4504 1.1139 -4.3433 0.55
H -1.4521 0.2601 -2.7926 -0.86
H -4.1257 2.4459 0.7335 -0.06
H -4.8640 4.0128 0.2335 0.45
H -3.3749 3.9867 1.2006 0.24
H 1.1470 -2.5602 2.7129 0.41
H 0.3033 -1.7109 1.4188 -0.30
H -0.2455 -3.3178 1.9006 0.23
H -3.8999 0.8802 2.5171 -0.27
H -4.4059 0.9198 4.1971 0.49
H -4.8198 -0.4950 3.1826 0.22
H -4.8380 -1.4681 -0.3474 0.23
C 0.6345 -0.7560 -0.8151 -0.67
Si 0.1584 -2.2430 -1.8197 0.20
H 0.9829 -0.0051 -1.5474 -0.91
H 1.4786 -1.1131 -0.1943 -0.42
C 1.0353 -2.2170 -3.4931 -1.15
C -1.6554 -2.4607 -2.2229 -1.02
C 0.6415 -3.8394 -0.9562 -1.14
H 1.5957 -3.7839 -0.4145 0.15
H 0.7204 -4.6118 -1.7378 0.40
H -0.1542 -4.1329 -0.2566 0.34
H 0.8287 -1.2933 -4.0550 0.28
H 0.6214 -3.0611 -4.0645 0.39
H 2.1258 -2.3459 -3.4084 0.25
H -2.1528 -1.5525 -2.5851 0.22
H -2.1987 -2.8472 -1.3488 0.18
H -1.6837 -3.2226 -3.0218 0.51
S -1.8652 3.5455 3.4425 -0.48
C -1.1209 2.5224 2.4632 0.42
N -0.6342 1.7556 1.6870 -0.91
```

Computed properties:
LUMO level: 0.03 eV
energy above the lowest of the compared OMol25 structures with the same formula, charge and spin: 0.112 eV
charge: 0
electronic energy: -68907.1626 eV
HOMO-LUMO gap: 6.947 eV
HOMO level: -6.92 eV

> Among the records above, which one has the lowest charge?

C34H57MgN3O2SSi

> Which of these has the highest charge?

C4H8NOPb2

> Which value of electronic energy does entry 2 give?

-26102.2247 eV